# 1
C4H7NO as an isolated structure, computed with the ωB97M-V functional and the def2-TZVPD basis.

## Properties
orbital gap: 0.2790 Eh
HOMO energy: -6.953 eV
multiplicity: 1
energy above the lowest of the compared OMol25 structures with the same formula, charge and spin: 144.4 kcal per mole
DFT total energy: -7793.3808 eV

Structure (XYZ):
```
13
Properties=species:S:1:pos:R:3:forces:R:3
O 2.093 0.159 1.271 -0.159 0.100 -0.124
N 0.407 -0.791 -0.070 0.327 -0.326 -0.075
C 0.578 1.276 -0.447 -0.037 0.072 0.095
C -1.259 -0.715 0.623 -0.237 -0.068 0.266
C 1.246 0.221 0.421 0.383 0.006 0.234
C -0.402 0.200 -0.969 -0.007 0.053 -0.313
H 0.664 -1.758 -0.219 0.059 -0.021 0.029
H -1.000 -1.430 1.438 0.077 0.249 -0.384
H -1.497 0.243 1.067 -0.100 -0.035 -0.092
H -2.058 -1.124 0.018 -0.027 0.145 0.073
H 1.284 1.641 -1.208 -0.196 -0.124 0.100
H -0.243 -0.059 -2.028 -0.120 0.073 0.266
H 0.187 2.137 0.104 0.039 -0.126 -0.073
```
Forces are in eV/Å.


# 2
C18H31GeO5Pt as an isolated structure, computed with the ωB97M-V functional and the def2-TZVPD basis.

## Properties
orbital gap: 0.2636 Eh
HOMO energy: -10.977 eV
multiplicity: 1
energy above the lowest of the compared OMol25 structures with the same formula, charge and spin: 11.9 kcal per mole
DFT total energy: -89159.7606 eV
net charge: +1

Structure (XYZ):
```
56
Properties=species:S:1:pos:R:3:forces:R:3
Pt -0.447 0.100 -0.945 0.078 -0.140 -0.573
Ge 0.884 3.443 -0.352 -0.001 -0.107 0.101
O -0.292 -1.737 -1.849 -0.116 0.208 0.369
O -2.483 0.059 -1.587 0.016 -0.005 0.155
O -0.123 -0.339 2.266 0.019 -0.028 0.179
O -1.682 -1.762 0.541 -0.199 -0.121 -0.077
O 1.451 0.009 -0.372 -0.002 -0.082 -0.051
C -3.115 1.207 -2.180 0.043 -0.093 -0.133
C -2.833 -1.954 -0.261 0.125 0.095 0.008
C 0.420 0.685 3.070 0.068 0.014 -0.026
C 1.103 -4.991 -1.401 -0.006 -0.076 -0.004
C 2.134 -1.062 -0.300 0.036 0.469 0.185
C 3.519 -0.811 0.229 -0.004 -0.101 -0.039
C 0.544 -2.630 -1.425 -0.098 -0.255 -0.163
C 1.707 -2.368 -0.648 0.165 -0.237 0.052
C 2.418 3.102 0.786 0.009 0.020 -0.011
C -0.457 4.488 0.624 0.028 0.037 -0.031
C 2.243 -4.746 -0.608 -0.009 -0.019 -0.015
C -1.827 -1.934 1.949 0.032 0.081 -0.048
C -1.429 -0.673 2.667 0.022 -0.068 0.107
C 1.401 4.309 -2.019 -0.063 -0.057 -0.062
C -3.416 -0.638 -0.711 0.108 0.051 -0.128
C 0.290 -3.974 -1.806 0.049 0.054 0.018
C -0.311 1.941 -0.878 -0.207 0.164 0.083
C 2.539 -3.464 -0.264 -0.078 0.079 -0.029
H -0.194 1.594 3.029 0.012 0.005 -0.020
H 3.737 0.250 0.168 -0.021 0.023 0.014
H 0.505 0.367 4.115 -0.025 0.006 0.002
H -4.314 -0.831 -1.302 -0.009 0.044 0.027
H -3.657 0.027 0.122 -0.006 -0.055 0.066
H 3.091 2.356 0.373 -0.007 -0.027 -0.049
H 3.571 -1.116 1.277 -0.016 -0.010 -0.001
H 1.897 5.254 -1.797 -0.003 0.006 0.017
H -0.620 4.076 1.619 0.006 -0.003 0.005
H 2.874 -5.564 -0.294 0.007 0.013 0.010
H 1.413 0.902 2.685 0.035 0.023 -0.006
H -1.170 -2.751 2.253 0.023 -0.008 -0.015
H -1.471 -0.864 3.749 -0.001 0.038 -0.011
H 3.417 -3.271 0.334 -0.004 -0.005 0.006
H -4.090 0.901 -2.554 -0.029 0.026 0.048
H 2.090 3.686 -2.588 0.008 -0.006 0.013
H -2.526 -2.525 -1.136 -0.008 -0.037 -0.052
H 2.100 2.790 1.777 0.001 -0.036 0.042
H -0.578 -4.158 -2.424 -0.002 0.019 -0.003
H 0.870 -6.007 -1.695 -0.001 0.010 -0.006
H -2.855 -2.200 2.205 -0.013 0.003 0.000
H -3.221 2.006 -1.445 -0.082 -0.003 -0.025
H -3.609 -2.513 0.268 0.025 0.010 0.026
H -1.412 4.511 0.097 0.006 0.018 -0.011
H -2.119 0.155 2.448 -0.013 -0.012 -0.057
H 0.529 4.516 -2.639 0.010 0.019 0.001
H 4.269 -1.370 -0.325 -0.002 0.010 0.006
H 2.969 4.038 0.890 -0.005 -0.003 -0.003
H -1.112 2.443 -1.439 -0.035 0.023 0.021
H -0.109 5.516 0.729 0.003 0.002 0.025
H -2.513 1.525 -3.025 0.129 0.025 0.062
```
Forces are in eV/Å.


# 3
A single C4H8N2O3S molecule at a distorted geometry, computed with the ωB97M-V functional and the def2-TZVPD basis.

## Properties
orbital gap (alpha / beta): 0.3047 / 0.3452 Eh
HOMO energy (alpha / beta): -9.242 / -10.012 eV
multiplicity: 1
energy above the lowest of the compared OMol25 structures with the same formula, charge and spin: 129.9 kcal per mole
DFT total energy: -24229.5893 eV

Structure (XYZ):
```
18
Properties=species:S:1:pos:R:3:forces:R:3
S -2.737 1.196 0.394 1.277 -1.797 0.303
O -4.150 -0.942 -0.754 0.741 0.272 0.011
O -2.282 1.958 -0.727 -0.024 0.347 -0.346
O -1.486 0.487 1.159 -0.662 1.181 -0.162
N -1.856 -1.582 0.034 -3.607 3.490 -0.982
N -3.087 -0.564 -0.338 3.267 -3.007 1.717
C -0.859 -0.717 0.640 -1.132 -1.346 0.651
C 2.540 0.686 -0.521 2.176 -4.065 2.002
C 0.313 -0.540 -0.248 0.971 0.546 0.210
C 1.532 0.104 0.493 0.707 -1.404 -2.397
H 2.275 1.319 -1.235 -2.447 2.611 -3.133
H 1.320 0.860 1.186 -0.919 1.022 1.042
H 3.212 1.322 0.031 1.007 -0.395 0.315
H 0.595 -1.613 -0.474 -0.304 1.400 -0.604
H 2.097 -0.691 1.015 -0.474 0.338 0.030
H 3.064 -0.177 -1.116 -0.537 1.566 1.372
H -0.037 0.109 -1.080 0.616 -0.804 -0.026
H -0.456 -1.215 1.541 -0.658 0.045 -0.001
```
Forces are in eV/Å.


# 4
C2H5NOS as an isolated structure at a distorted geometry, computed with the ωB97M-V functional and the def2-TZVPD basis.

## Properties
orbital gap: 0.3138 Eh
HOMO energy: -8.626 eV
multiplicity: 1
energy above the lowest of the compared OMol25 structures with the same formula, charge and spin: 144.6 kcal per mole
DFT total energy: -16522.1104 eV

Structure (XYZ):
```
10
Properties=species:S:1:pos:R:3:forces:R:3
S -2.669 0.370 -0.481 3.003 -1.473 0.177
O 0.856 -0.051 -1.104 -3.004 1.290 1.401
N -0.075 -0.931 -0.486 3.336 -3.084 2.441
C 1.067 0.872 0.017 -0.503 2.283 1.554
C -1.350 -0.680 -0.076 -2.291 0.036 1.341
H 0.705 -1.567 0.307 -3.798 2.191 -2.883
H -1.663 -1.377 0.820 1.103 0.938 -2.032
H 0.057 0.965 0.756 2.965 -0.485 -2.076
H 1.123 2.142 -0.301 0.764 -4.228 0.560
H 1.950 0.256 0.547 -1.575 2.531 -0.484
```
Forces are in eV/Å.


# 5
A single C4H7N2O3P molecule at a distorted geometry, computed with the ωB97M-V functional and the def2-TZVPD basis.

## Properties
orbital gap: 0.3496 Eh
HOMO energy: -9.307 eV
multiplicity: 1
SMILES: O=C([C@@H]1C=NCN1)[P@@H](=O)O
energy above the lowest of the compared OMol25 structures with the same formula, charge and spin: 30.2 kcal per mole
DFT total energy: -22671.8790 eV

Structure (XYZ):
```
17
Properties=species:S:1:pos:R:3:forces:R:3
P 1.741 0.554 -0.358 1.443 -3.264 -0.570
O 1.674 -2.153 0.616 -0.956 1.057 -0.497
O 2.071 1.440 0.757 0.528 0.762 -0.025
O 3.098 0.157 -1.342 -2.123 0.893 2.154
N -0.593 0.491 0.788 -0.502 0.284 1.268
N -2.193 0.012 -0.842 -0.977 0.871 -0.012
C -1.479 -1.007 -0.716 1.357 2.941 2.396
C -1.816 1.014 0.143 -1.337 0.474 1.382
C 1.021 -1.198 0.282 -0.033 0.359 0.185
C -0.540 -0.922 0.490 1.308 0.274 -1.704
H 0.899 0.767 -1.410 -0.674 0.778 -0.555
H -1.631 -1.829 -1.258 -0.377 -3.260 -2.239
H -0.644 0.637 1.825 0.413 0.025 -1.496
H -1.082 -1.542 1.145 0.094 -1.197 1.685
H -2.622 1.134 1.038 1.256 -0.125 -2.509
H 3.794 0.468 -0.742 0.496 -0.221 -0.339
H -1.696 1.978 -0.415 0.083 -0.652 0.876
```
Forces are in eV/Å.


# 6
C13H17IN2Ti as an isolated structure at a distorted geometry, computed with the ωB97M-V functional and the def2-TZVPD basis.

## Properties
orbital gap (alpha / beta): 0.1831 / 0.1612 Eh
HOMO energy (alpha / beta): -5.173 / -8.163 eV
multiplicity: 3
energy above the lowest of the compared OMol25 structures with the same formula, charge and spin: 117.4 kcal per mole
⟨S²⟩: 2.023
DFT total energy: -47947.2009 eV

Structure (XYZ):
```
34
Properties=species:S:1:pos:R:3:forces:R:3
I 3.220 -0.942 0.997 0.660 -0.156 0.897
Ti 1.404 -0.372 -0.846 -4.795 0.537 1.137
N 0.027 1.255 -0.066 1.151 -0.893 0.596
N -0.204 -1.279 0.783 0.418 0.193 -0.411
C -1.037 0.958 0.739 0.180 -0.244 0.279
C -1.325 -2.996 2.027 1.032 -1.235 -0.612
C 0.402 2.531 -0.185 -0.900 1.427 0.361
C -2.206 -0.795 2.077 0.272 -0.828 -0.211
C 2.158 1.427 -1.590 0.661 -2.045 -0.656
C -0.358 3.571 0.278 0.947 0.381 -0.494
C -2.300 -2.118 2.482 -0.351 1.349 -0.098
C -1.877 1.981 1.194 0.207 0.427 -0.148
C -1.543 3.300 0.940 -1.152 -0.528 0.545
C -1.151 -0.408 1.213 -0.411 0.498 -0.202
C -0.307 -2.563 1.177 -0.588 0.257 0.450
C 2.566 -1.460 -1.957 2.514 0.048 -0.998
C -0.151 -1.161 -2.157 -0.371 0.279 0.301
H 0.452 -3.239 0.773 -0.266 0.087 0.282
H -2.942 -0.060 2.369 0.022 -0.204 0.096
H -2.747 1.689 1.765 -0.027 0.441 -0.050
H 0.074 -1.404 -3.209 -0.095 0.222 0.439
H 0.025 4.572 0.091 -0.304 -0.074 0.225
H -2.191 4.098 1.276 -0.010 0.016 0.052
H 2.565 1.504 -0.536 -0.639 0.685 -1.447
H 2.873 1.263 -2.368 0.580 0.097 -0.243
H -0.967 -0.424 -2.092 0.046 -0.243 -0.161
H -1.357 -4.055 2.296 0.024 0.378 -0.075
H 3.518 -0.900 -1.868 0.143 -1.351 -0.249
H -0.507 -2.069 -1.642 0.151 0.184 -0.256
H -3.135 -2.434 3.112 0.406 -0.012 -0.171
H 2.445 -2.406 -1.431 0.411 -0.464 -0.741
H 1.342 2.741 -0.715 -1.119 0.377 0.653
H 1.106 1.460 -1.976 1.204 0.741 0.388
H 2.126 -1.264 -2.950 -0.003 -0.344 0.523
```
Forces are in eV/Å.


# 7
A 2-piece molecular cluster, C4H10O2S2 overall at a distorted geometry, computed with the ωB97M-V functional and the def2-TZVPD basis.

## Properties
orbital gap: 0.3264 Eh
HOMO energy: -8.516 eV
multiplicity: 1
SMILES: CSSCCC=O.O
energy above the lowest of the compared OMol25 structures with the same formula, charge and spin: 37.0 kcal per mole
DFT total energy: -30074.6230 eV

Structure (XYZ):
```
18
Properties=species:S:1:pos:R:3:forces:R:3
S 0.909 -0.502 1.495 -0.125 -1.601 0.566
S 0.491 1.445 1.797 -0.809 0.468 -0.946
O 3.078 0.228 -1.292 0.215 0.335 0.301
O -1.813 0.496 -1.481 -0.499 1.262 0.442
C 2.435 -0.664 -0.824 -1.168 -0.883 -1.704
C 0.203 -1.365 -0.018 -0.932 0.912 -0.054
C -1.340 1.525 1.964 0.739 -0.539 1.190
C 0.974 -1.031 -1.291 1.576 0.723 1.042
H 0.513 -0.224 -1.855 0.171 0.130 0.200
H -1.220 1.255 -1.569 0.477 -0.349 -0.294
H -1.575 2.579 1.914 -0.331 0.177 -0.681
H 2.864 -1.458 -0.183 0.182 0.248 0.208
H -1.802 0.836 1.261 -0.100 0.518 -0.277
H 1.135 -1.836 -2.001 -0.270 -0.522 0.056
H -0.853 -1.075 -0.136 0.452 -0.109 0.116
H -1.649 1.230 2.969 0.165 -0.232 -0.016
H 0.184 -2.418 0.282 0.401 0.183 0.059
H -2.532 0.978 -1.033 -0.143 -0.720 -0.208
```
Forces are in eV/Å.


# 8
A 8-piece molecular cluster, C29H45NO23 overall at a distorted geometry, computed with the ωB97M-V functional and the def2-TZVPD basis.

## Properties
orbital gap: 0.3668 Eh
HOMO energy: -10.481 eV
multiplicity: 1
SMILES: C[C@H]1COC(=O)O1.C[C@H]1COC(=O)O1.C[C@H]1COC(=O)O1.C[C@H]1COC(=O)O1.C[C@H]1COC(=O)O1.C[C@H]1COC(=O)O1.C[C@H]1COC(=O)O1.C[N+](=O)[O-]
energy above the lowest of the compared OMol25 structures with the same formula, charge and spin: 144.1 kcal per mole
DFT total energy: -79378.0476 eV

Structure (XYZ):
```
98
Properties=species:S:1:pos:R:3:forces:R:3
O 15.264 6.927 -19.870 -3.196 -1.985 1.655
O 9.721 -1.783 -19.045 0.570 0.466 2.344
O 24.280 -6.891 -12.572 0.775 3.292 0.576
O 17.333 -10.796 -15.100 -0.110 0.118 1.142
O 18.335 1.929 -6.533 1.279 -3.279 -1.908
O 16.127 2.582 -13.740 0.664 -2.509 -0.067
O 22.875 7.259 -20.272 -1.585 -2.444 2.036
O 16.914 -11.471 -17.168 -0.348 1.121 1.086
O 19.082 -0.242 -6.894 -2.627 1.298 2.101
O 13.472 5.657 -20.351 -2.247 -0.031 -2.062
O 21.640 5.396 -19.899 -2.034 -0.079 -3.445
O 17.691 1.035 -14.185 0.434 0.646 0.698
O 16.511 -9.331 -16.602 1.491 -0.922 0.544
O 11.351 -0.662 -18.173 -0.934 -0.432 0.464
O 15.549 0.430 -14.009 -0.304 0.086 0.287
O 26.126 -8.099 -12.692 -3.132 -0.228 1.332
O 15.631 10.460 -14.847 2.178 0.702 -2.745
O 13.927 5.943 -18.279 0.449 -0.066 1.721
O 19.814 1.368 -8.090 0.864 2.151 -2.578
O 14.056 10.649 -13.418 -2.571 3.118 -0.068
O 24.078 -8.976 -12.813 -3.983 -3.856 -0.400
O 13.758 11.590 -15.398 1.311 0.363 0.056
O 23.007 6.029 -18.393 0.715 -0.073 1.477
N 10.368 -1.395 -18.048 1.035 0.422 -4.157
C 19.225 -2.084 -8.296 -0.561 0.648 -0.565
C 22.929 -7.022 -12.609 -3.379 1.164 0.245
C 22.241 -5.976 -13.478 -0.102 0.196 -0.494
C 14.822 9.723 -12.861 1.518 -2.755 1.417
C 17.402 9.908 -13.334 -1.404 -0.231 0.823
C 18.959 1.062 -7.168 -1.432 3.031 3.570
C 22.483 6.330 -19.552 2.753 3.217 -2.939
C 14.501 11.020 -14.652 -4.125 0.091 0.182
C 24.888 -8.020 -12.576 6.353 0.264 -2.483
C 21.304 4.537 -18.895 0.756 -1.235 2.290
C 19.913 -0.850 -7.757 2.641 -1.986 -2.126
C 16.271 -0.756 -14.079 -0.509 -3.126 -1.590
C 12.756 5.122 -18.241 -1.418 0.460 -0.065
C 16.964 -10.412 -16.297 -2.816 1.238 -2.089
C 16.433 1.411 -13.921 -1.052 5.033 -0.060
C 15.628 -1.756 -15.109 0.129 0.705 -0.272
C 21.994 5.143 -16.419 0.992 0.282 -0.214
C 20.409 0.275 -8.760 -0.496 -0.864 1.527
C 14.276 6.261 -19.499 3.647 1.728 -1.829
C 15.991 9.617 -13.827 1.446 -2.003 0.681
C 16.993 -12.662 -16.395 0.240 -1.371 -2.277
C 22.393 4.842 -17.902 0.040 0.596 3.908
C 12.269 5.139 -19.733 1.287 -0.900 1.842
C 11.889 5.712 -17.124 -0.366 0.661 0.369
C 10.062 -1.891 -16.709 0.406 1.164 -0.794
C 17.946 -13.516 -17.294 -1.148 -0.636 2.048
C 17.386 -12.238 -15.034 2.334 1.363 0.630
C 22.663 -8.509 -12.930 0.920 1.561 1.094
C 17.666 -0.294 -14.528 -0.176 -2.759 -0.535
H 16.173 -2.696 -15.205 0.415 0.187 0.161
H 22.802 -5.042 -13.442 0.370 -0.173 -0.400
H 14.324 8.755 -12.921 -0.360 -0.131 0.274
H 18.148 -14.447 -16.765 0.271 -0.173 -0.057
H 10.806 -1.319 -16.155 -0.286 -0.667 0.685
H 18.194 -1.823 -8.533 -0.152 0.066 0.023
H 22.143 -8.635 -13.880 1.036 -0.353 -0.465
H 17.523 9.122 -12.588 0.707 0.072 0.123
H 20.080 0.195 -9.796 -0.259 -0.016 0.100
H 21.960 -8.895 -12.192 0.733 -0.645 0.283
H 15.061 9.839 -11.804 0.146 0.722 0.014
H 16.759 -12.574 -14.208 0.212 -0.077 -0.184
H 17.312 10.856 -12.804 0.529 0.156 -0.010
H 15.847 8.588 -14.155 0.968 -0.027 -0.721
H 19.655 -2.382 -9.252 0.324 -0.576 0.339
H 22.515 -6.666 -11.666 0.336 -0.995 0.829
H 18.458 -12.371 -14.890 -0.080 -0.855 0.594
H 17.842 -0.445 -15.593 -0.404 0.354 -0.304
H 18.882 -12.981 -17.453 -0.247 -0.019 -0.300
H 12.312 5.462 -16.151 -0.060 -0.296 -0.053
H 21.485 0.446 -8.722 -0.065 -0.284 -0.092
H 22.024 -6.311 -14.492 0.295 0.233 -0.148
H 14.592 -2.074 -14.987 -0.050 0.379 0.855
H 21.299 -5.661 -13.028 -0.231 -0.465 0.027
H 22.849 5.581 -15.905 0.413 0.393 -0.481
H 11.838 6.800 -17.099 0.706 0.235 -0.583
H 17.369 -13.795 -18.175 0.460 0.359 -0.226
H 21.576 3.491 -19.037 -1.125 -0.130 -1.351
H 18.208 9.914 -14.069 -0.351 -0.091 -0.036
H 10.259 -2.955 -16.837 -0.630 0.006 0.843
H 20.778 -1.206 -7.198 0.272 0.137 0.079
H 18.413 -0.955 -14.089 0.322 0.626 0.635
H 16.012 -13.114 -16.245 -0.250 -0.143 -0.901
H 10.814 5.536 -17.097 0.067 -1.064 -0.353
H 16.264 -1.268 -13.116 0.218 0.328 0.296
H 15.605 -1.274 -16.086 0.300 0.047 -0.124
H 11.295 5.620 -19.833 0.523 0.855 -0.658
H 21.905 4.282 -15.757 -0.989 -0.340 -0.518
H 9.062 -1.480 -16.570 -0.156 -0.948 0.623
H 23.095 4.012 -17.819 0.478 0.291 -0.509
H 19.183 -2.823 -7.496 0.216 -0.319 -0.465
H 12.966 4.075 -18.024 0.648 0.190 0.338
H 20.295 4.685 -18.510 -0.024 -0.004 -0.236
H 12.162 4.100 -20.044 -0.023 0.197 -0.305
H 21.228 5.913 -16.334 -0.396 -0.463 -0.025
```
Forces are in eV/Å.